# 1
Density functional theory data (ωB97M-V/def2-TZVPD) for a structure of composition C33H76AlF18N4O5P4 in a non-equilibrium geometry.

Cartesian coordinates (Å):
Al (3.37490, 0.83734, 5.88963)
O (-0.81280, -0.44901, 0.51654)
C (-0.14480, -0.15953, 1.60014)
O (-0.51419, -0.56170, 2.70131)
O (0.83150, 0.58483, 1.49686)
H (-0.14990, -0.04459, -0.04791)
C (-3.85212, -5.90377, 11.78076)
C (-2.71254, -5.12138, 11.01778)
N (-3.27911, -4.71421, 9.70702)
C (-2.98731, -5.22671, 8.49025)
C (-3.27985, -4.31006, 7.51679)
N (-4.12024, -3.39723, 8.14725)
C (-4.04497, -3.63549, 9.48794)
C (-4.56612, -2.13964, 7.62207)
H (-4.01071, -6.88855, 11.34125)
H (-4.87398, -5.52678, 11.82306)
H (-3.51411, -6.02681, 12.80969)
H (-1.78337, -5.63932, 10.78011)
H (-2.38098, -4.26005, 11.59767)
H (-2.27886, -6.03443, 8.38038)
H (-3.05960, -4.19247, 6.46605)
H (-4.28907, -2.92990, 10.26830)
H (-4.36317, -2.13505, 6.55114)
H (-3.93127, -1.36101, 8.04492)
H (-5.61471, -1.94418, 7.84645)
C (-2.84893, 5.79397, 1.21648)
C (-3.52794, 6.12240, -0.13129)
C (-2.47686, 5.87030, -1.27133)
C (-1.31327, 6.96232, -1.18217)
P (-0.35486, 7.22808, -2.80239)
C (0.41031, 8.84776, -2.86283)
C (1.20170, 9.42868, -1.70116)
C (0.32216, 10.18976, -0.68934)
C (1.21108, 11.07193, 0.17881)
C (0.81758, 5.80378, -2.99111)
C (2.10826, 6.05722, -2.20926)
C (3.12036, 4.91707, -2.51229)
C (3.58676, 4.85047, -3.92731)
C (-1.67170, 7.29608, -4.09052)
C (-1.20522, 7.60429, -5.52421)
C (-2.35742, 7.39957, -6.53487)
C (-1.89604, 7.37871, -8.02701)
H (-2.46159, 4.77514, 1.20944)
H (-3.65299, 5.79428, 1.95241)
H (-2.05653, 6.53272, 1.33676)
H (-4.01856, 7.09213, -0.04754)
H (-4.32364, 5.39367, -0.28590)
H (-3.03025, 5.84728, -2.21013)
H (-2.10222, 4.87735, -1.02275)
H (-0.54323, 6.92167, -0.41180)
H (-1.83234, 7.91887, -1.12158)
H (-0.38872, 9.52338, -3.16809)
H (0.98787, 8.87164, -3.78693)
H (1.85951, 10.19029, -2.11988)
H (1.91390, 8.72816, -1.26513)
H (-0.15210, 9.46007, -0.03304)
H (-0.45235, 10.73286, -1.23089)
H (1.78678, 10.38527, 0.79942)
H (0.60100, 11.76505, 0.75803)
H (1.91644, 11.75839, -0.28953)
H (0.94408, 5.76727, -4.07313)
H (0.40013, 4.81817, -2.78519)
H (1.96553, 6.12179, -1.13058)
H (2.73149, 6.83933, -2.64282)
H (2.49510, 4.03267, -2.38985)
H (3.94790, 5.05024, -1.81547)
H (4.44857, 5.49312, -4.10725)
H (2.88862, 5.17251, -4.69998)
H (4.04914, 3.95212, -4.33629)
H (-2.44836, 8.02097, -3.84672)
H (-2.16171, 6.33620, -3.92745)
H (-0.32023, 6.99436, -5.70555)
H (-0.94101, 8.66169, -5.53850)
H (-3.00969, 8.26507, -6.41846)
H (-2.94636, 6.50710, -6.32340)
H (-2.80099, 7.26169, -8.62320)
H (-1.05187, 6.71991, -8.23070)
H (-1.57725, 8.36100, -8.37571)
C (4.81923, -3.84451, -2.61411)
N (5.09501, -5.26167, -3.18637)
C (5.12414, -6.28499, -1.99864)
C (3.82377, -5.55814, -4.08693)
C (6.45788, -5.28859, -3.96071)
C (6.64342, -6.37284, -4.99036)
O (6.44624, -7.66775, -4.41483)
H (4.76732, -3.11287, -3.42040)
H (5.74553, -3.49371, -2.15911)
H (4.08561, -3.65073, -1.83158)
H (4.16142, -6.31181, -1.48819)
H (6.04354, -6.13381, -1.43300)
H (5.18094, -7.26477, -2.47289)
H (2.94881, -5.57395, -3.43709)
H (3.93402, -6.57431, -4.46552)
H (3.71828, -4.82616, -4.88767)
H (7.26688, -5.31463, -3.23069)
H (6.72017, -4.34673, -4.44257)
H (7.57083, -6.28393, -5.55613)
H (5.87620, -6.24616, -5.75418)
H (6.89107, -8.33561, -4.94180)
C (-6.57779, -8.77548, -0.11562)
N (-5.41893, -7.90595, 0.34383)
C (-5.88650, -7.25612, 1.69273)
C (-4.19701, -8.82402, 0.72260)
C (-4.95392, -6.82187, -0.64093)
C (-3.94859, -5.83636, -0.09196)
O (-4.65432, -4.80169, 0.60646)
H (-7.36350, -8.16194, -0.55645)
H (-6.79324, -9.59417, 0.57098)
H (-6.27091, -9.36062, -0.98253)
H (-5.04980, -6.75493, 2.17940)
H (-6.09276, -8.06569, 2.39285)
H (-6.83255, -6.71841, 1.62978)
H (-3.83900, -9.42928, -0.11022)
H (-4.49291, -9.57149, 1.45870)
H (-3.42226, -8.12852, 1.04531)
H (-5.84426, -6.21749, -0.81447)
H (-4.58985, -7.33144, -1.53306)
H (-3.25923, -5.47761, -0.85627)
H (-3.21923, -6.20873, 0.62740)
H (-3.96639, -4.15648, 0.78549)
P (8.30951, 0.46466, 2.76409)
F (9.82495, 0.58114, 3.36653)
F (7.95001, 1.60729, 3.89856)
F (8.55572, 1.61731, 1.65410)
F (6.82167, 0.30230, 2.28975)
F (8.75077, -0.76599, 1.71688)
F (7.99742, -0.61518, 3.96898)
P (2.95978, -5.07875, 5.24636)
F (2.02890, -3.92761, 5.97013)
F (1.74996, -5.54843, 4.21698)
F (3.37060, -4.02462, 4.11211)
F (3.98763, -6.08666, 4.63063)
F (4.24547, -4.40030, 6.08486)
F (2.56866, -6.18607, 6.38843)
P (-0.70593, 0.36825, -5.82697)
F (-1.92061, -0.59264, -5.12935)
F (-1.55605, 0.58785, -7.21455)
F (-1.44577, 1.63341, -5.10332)
F (0.49041, 1.29647, -6.37325)
F (0.16113, 0.27585, -4.46091)
F (-0.22457, -0.94879, -6.64738)

Total charge: +3
Highest occupied orbital energy (eV): -14.87
Orbital gap (Eh): 0.054



# 2
Density functional theory data (ωB97M-V/def2-TZVPD) for the molecule CHIOS2 in a non-equilibrium geometry.

Cartesian coordinates (Å):
C (-0.89730, 0.85283, -0.00609)
O (1.18770, -1.87113, -1.00634)
S (-1.95371, 2.03617, 0.07019)
S (1.46856, -1.62429, 0.45636)
I (1.18434, 0.84940, 0.92213)
H (-0.98959, -0.24298, -0.43624)

Highest occupied orbital energy (eV): -7.74
Energy above the lowest of the compared OMol25 structures with the same formula, charge and spin (kcal per mole): 82.6
Orbital gap (Eh): 0.231



# 3
Density functional theory data (ωB97M-V/def2-TZVPD) for the molecule C16H18ClNS2 in a non-equilibrium geometry.

Cartesian coordinates (Å):
C (1.78915, -0.66460, 3.95962)
C (0.73585, -1.07750, 2.93627)
C (0.31403, -2.52307, 3.18695)
C (-0.48981, -0.14397, 2.96635)
C (-0.57967, 0.84650, 1.79946)
C (-0.98754, 0.20141, 0.51745)
N (-0.67876, 0.64620, -0.64131)
C (-1.22908, -0.07493, -1.66128)
C (-0.93418, 0.30504, -3.03519)
C (-1.46749, -0.37964, -4.12687)
C (-1.16508, 0.00688, -5.41762)
C (-0.32208, 1.08700, -5.62862)
Cl (0.05647, 1.57122, -7.24487)
C (0.21946, 1.78220, -4.55863)
C (-0.08828, 1.38942, -3.27208)
C (-2.01890, -1.10841, -1.23802)
S (-2.07123, -1.18648, 0.47363)
C (0.73881, 1.60383, 1.60624)
C (1.84367, 0.70775, 1.04854)
S (1.49935, -1.06936, 1.25463)
H (2.66846, -1.29779, 3.86384)
H (1.39097, -0.77741, 4.96715)
H (2.09513, 0.36957, 3.82554)
H (-0.16831, -2.60844, 4.15893)
H (1.18198, -3.17790, 3.16720)
H (-0.38055, -2.85431, 2.41845)
H (-1.40130, -0.74590, 2.97216)
H (-0.46965, 0.42766, 3.89733)
H (-1.36068, 1.57744, 2.05159)
H (-2.12397, -1.22140, -3.97188)
H (-1.57957, -0.52534, -6.25962)
H (0.87445, 2.62101, -4.73574)
H (0.32219, 1.91857, -2.42667)
H (-2.56363, -1.82704, -1.81451)
H (0.57417, 2.43031, 0.91450)
H (1.03489, 2.02195, 2.57042)
H (1.93209, 0.82531, -0.03047)
H (2.80866, 0.92420, 1.50711)

Highest occupied orbital energy (eV): -7.87
Energy above the lowest of the compared OMol25 structures with the same formula, charge and spin (kcal per mole): 0.0
Orbital gap (Eh): 0.309



# 4
Density functional theory data (ωB97M-V/def2-TZVPD) for a structure of composition C11H17BN6V in a non-equilibrium geometry.

Cartesian coordinates (Å):
C (-0.52629, -0.44622, 3.11177)
N (-0.20167, -0.19903, 1.79858)
N (-1.42095, -0.17775, 1.06121)
C (-2.42317, -0.40778, 1.93559)
C (-1.92156, -0.50030, 3.23324)
B (-1.59617, 0.22720, -0.45212)
N (-0.53554, 1.33353, -0.72316)
N (0.85976, 1.33309, -0.46323)
C (1.32972, 2.49875, -1.02966)
C (0.24598, 3.31112, -1.41838)
C (-0.87870, 2.50674, -1.27324)
V (1.55840, 0.22963, 1.02460)
N (-1.55228, -0.89098, -1.65239)
N (-0.31116, -1.40790, -1.85015)
C (-0.35058, -2.34556, -2.77273)
C (-1.63564, -2.37789, -3.34826)
C (-2.38288, -1.43045, -2.61843)
H (0.53905, -2.93865, -2.96151)
H (-3.40352, -1.12132, -2.74526)
H (-1.92989, -3.01974, -4.15628)
H (-2.69459, 0.72862, -0.52887)
H (-1.89974, 2.66538, -1.57690)
H (-3.42048, -0.58855, 1.57485)
H (0.26116, 4.32665, -1.74733)
H (-2.48292, -0.60460, 4.14441)
H (2.37905, 2.71756, -1.17512)
H (0.17649, -0.62830, 3.90589)
H (3.55865, 0.82844, 1.01187)
C (3.07160, 1.08604, 2.00545)
H (2.91988, 2.15709, 2.15612)
H (2.09821, 0.55480, 2.36853)
H (3.80325, 0.69936, 2.73905)
C (2.15566, -1.69567, 0.24256)
H (2.85349, -2.36000, 0.79932)
H (2.52615, -1.75463, -0.81007)
H (1.23126, -2.30869, 0.19007)

Total charge: +2
Highest occupied orbital energy (alpha / beta) (eV): -15.80 / -16.00
Energy above the lowest of the compared OMol25 structures with the same formula, charge and spin (kcal per mole): 31.9
Orbital gap (alpha / beta) (Eh): 0.310 / 0.208
Multiplicity: 4



| no. | E (Eh) |
| --- | --- |
| 1 | -5302.825917 |
| 2 | -1207.879143 |
| 3 | -1931.839538 |
| 4 | -1726.034728 |